No. 1
{
  "formula": "C14H23F3HfNO3PS",
  "method": "wB97M-V/def2-TZVPD",
  "elements": ["C", "C", "C", "C", "C", "C", "C", "C", "N", "Hf", "C", "P", "H", "H", "H", "H", "H", "H", "H", "H", "C", "C", "H", "C", "C", "H", "H", "H", "H", "H", "H", "H", "H", "H", "H", "H", "H", "H", "H", "F", "C", "F", "F", "S", "O", "O", "O"],
  "coordinates": [[2.33931, -3.16920, 1.32841], [2.70672, -1.85363, 1.62264], [1.87567, -0.78022, 1.23376], [0.61414, -0.98005, 0.72096], [0.29312, -2.26654, 0.28967], [1.09305, -3.34501, 0.69587], [2.39756, 0.61841, 1.28239], [1.44756, 1.50876, 0.37240], [1.97966, 2.06917, -0.82316], [-0.74338, 1.40262, 0.48547], [-0.90164, -2.46962, -0.62694], [-1.34580, -0.91138, -1.45812], [3.63323, -1.65964, 2.17304], [0.77423, -4.36987, 0.48015], [2.99563, -4.00825, 1.55896], [-1.73173, -2.89591, -0.03626], [-0.66084, -3.23043, -1.37567], [2.31117, 1.03561, 2.30121], [3.45442, 0.70709, 0.96302], [0.86379, 0.72638, -0.27783], [-3.12623, -1.13343, -1.81330], [-0.36624, -1.20881, -3.05461], [0.90954, 2.30249, 0.96648], [2.71817, 1.17552, -1.72400], [1.38018, 3.25556, -1.39887], [-1.32307, 0.43032, -2.02865], [3.33151, 1.83702, -2.35471], [3.38845, 0.54455, -1.12760], [2.05478, 0.55992, -2.33775], [2.05928, 3.53977, -2.23486], [0.33869, 3.12121, -1.79973], [1.34622, 4.09859, -0.65190], [-0.82518, -2.03472, -3.64712], [-0.41194, -0.25266, -3.62033], [0.69352, -1.38674, -2.76312], [-3.29423, -2.10555, -2.28366], [-3.68826, -1.00972, -0.87178], [-3.41823, -0.31045, -2.48601], [-0.73915, 3.27859, 1.33590], [-3.86439, 2.50488, 2.04222], [-3.80318, 1.64785, 3.09002], [-3.64488, 2.33456, 4.24965], [-4.92200, 0.89477, 3.16761], [-2.31453, 0.55461, 2.73942], [-2.50245, 0.16867, 1.27704], [-1.13241, 1.49100, 2.65657], [-2.23985, -0.42608, 3.76314]],
  "atomic_forces_ev_per_a": [[-0.935, 1.178, 0.143], [-0.076, -0.206, 0.024], [0.925, -0.153, 0.557], [-1.011, 0.092, -1.667], [-0.372, -0.607, 0.261], [0.103, -0.567, -0.431], [-0.617, 1.421, 0.002], [3.192, -0.686, -1.821], [1.688, 1.541, 0.374], [-3.729, -0.143, 3.142], [0.757, -1.108, 2.835], [-0.222, -2.316, -2.913], [-0.199, 0.060, -0.473], [0.119, 0.379, -0.179], [-0.321, 0.217, 0.006], [-0.100, 0.476, -0.284], [-0.174, 0.477, -0.491], [0.204, -0.109, -0.283], [-0.692, 0.051, 0.115], [-0.315, -0.701, 1.405], [0.235, 0.987, 0.107], [-0.389, 0.634, 0.174], [0.594, 0.605, 0.191], [0.253, 0.826, 0.702], [0.545, 0.582, 0.437], [0.473, 1.306, 1.944], [-0.191, -0.542, 0.042], [-0.194, 0.027, -0.367], [-0.056, -0.128, -0.148], [-0.898, 0.086, 0.452], [0.164, -0.121, -0.077], [0.015, -0.830, -0.742], [0.525, 0.529, 0.540], [0.139, -0.819, -0.025], [-0.724, -0.141, -0.262], [-0.045, 0.094, 0.204], [0.126, -0.290, -0.373], [-0.120, -0.474, 0.094], [0.250, -1.284, -1.677], [-0.135, -0.655, 0.934], [-0.972, 0.779, 0.824], [0.033, -1.141, -1.898], [1.669, 0.924, -0.347], [-0.209, -0.258, 1.271], [0.798, 0.491, -0.085], [0.086, -0.777, -1.081], [-0.197, 0.294, -1.157]],
  "e_above_lowest_kcal_mol": 123.3,
  "total_energy_ha": -1914.01939,
  "charge": 2,
  "homo_ev": [-14.86, -14.86],
  "lumo_energy_ev": [-9.47, -9.47]
}


No. 2
{
  "formula": "C3H30NO10",
  "method": "wB97M-V/def2-TZVPD",
  "elements": ["C", "C", "C", "N", "H", "H", "H", "H", "H", "H", "H", "H", "H", "H", "H", "H", "O", "H", "H", "O", "H", "H", "O", "H", "H", "O", "H", "H", "O", "H", "H", "O", "H", "H", "O", "H", "H", "O", "H", "H", "O", "H", "H", "O"],
  "coordinates": [[-0.52569, 1.19630, 0.75413], [-1.03772, 1.85436, -0.51163], [-1.80226, 3.18353, -0.08623], [0.65571, 0.26533, 0.29644], [-0.13884, 1.90251, 1.47387], [-1.16161, 0.47140, 1.25356], [-1.83031, 1.31525, -0.99917], [-0.25547, 2.08834, -1.23300], [-2.15147, 3.79951, -0.91336], [-2.58729, 3.03413, 0.65174], [-1.04523, 3.72943, 0.47543], [0.36872, -0.73584, 0.11253], [1.15441, 0.68567, -0.47967], [3.44094, 0.58135, -3.06978], [3.23404, 2.77176, 1.61283], [2.10156, 2.72270, 2.67288], [2.44438, 2.31409, 1.85696], [4.18914, 1.24718, -1.85842], [1.16653, 0.06827, 1.15542], [3.63763, 0.52508, -2.15111], [-2.08937, -0.92007, -0.77825], [-3.52743, -0.95024, -1.56817], [-3.06106, -0.87458, -0.73689], [-2.82568, -1.76171, 0.95856], [-2.56501, -2.25211, 2.32844], [-2.31960, -1.51183, 1.76433], [1.01652, -2.76395, -1.59089], [0.56895, -3.43484, -2.90203], [0.76341, -2.57172, -2.49537], [-0.41170, -1.07998, -2.62404], [-1.49419, 0.03247, -2.75083], [-0.84209, -0.35522, -2.14904], [3.72501, -1.20947, 2.08030], [3.19908, 0.21531, 2.20450], [2.93194, -0.69387, 1.95081], [-3.47132, 1.31122, 0.49326], [-3.54104, 0.16636, 1.53287], [-3.44370, 1.11543, 1.43718], [-0.77328, -1.96012, 1.04814], [0.29191, -2.96366, 0.64821], [-0.38592, -2.38264, 0.24124], [3.01723, -3.35058, -0.50458], [2.92244, -2.15190, 0.52689], [2.45773, -2.67263, -0.12803]],
  "atomic_forces_ev_per_a": [[1.124, -1.917, -1.648], [-2.501, 2.133, 1.031], [1.687, -0.285, 0.372], [-1.306, -0.451, 1.734], [0.271, 0.136, 0.000], [-0.570, 0.586, -0.057], [0.288, -0.776, -0.173], [0.053, -0.023, 0.162], [0.050, -0.212, -0.049], [-0.107, -0.255, -0.304], [-0.046, 0.654, -0.102], [-0.308, 0.892, -0.918], [0.607, -0.280, 0.157], [0.070, 0.416, -1.041], [0.736, 0.684, -0.097], [0.410, -0.064, -0.516], [-1.066, -0.708, 0.687], [0.188, 0.318, -0.478], [1.180, 0.655, -0.416], [-0.351, -0.707, 1.605], [-0.485, -0.061, -1.329], [0.592, -0.232, -0.340], [-0.492, 0.023, 1.516], [0.266, 0.583, -0.074], [0.174, 0.039, 0.618], [-0.790, -0.703, -0.138], [0.119, 0.137, 0.362], [0.089, 0.543, 0.207], [-0.216, -0.577, -0.880], [0.226, -0.400, 0.025], [0.345, -0.101, 0.091], [-0.004, 0.152, -0.417], [0.398, -0.266, 0.338], [-0.336, -0.437, -0.280], [0.052, 0.820, 0.180], [-0.220, -0.450, 0.190], [-0.020, -0.110, -0.131], [-0.124, 0.573, 0.166], [-0.495, -0.550, -0.577], [-0.203, 0.272, -0.683], [0.810, 0.066, 1.327], [0.510, 0.020, 0.124], [0.273, 0.078, -0.099], [-0.876, -0.214, -0.147]],
  "e_above_lowest_kcal_mol": 41.2,
  "total_energy_ha": -939.22993,
  "charge": 1,
  "homo_ev": -13.35,
  "lumo_energy_ev": -2.64
}


No. 3
{
  "formula": "C4H3NO3",
  "method": "wB97M-V/def2-TZVPD",
  "elements": ["C", "C", "C", "C", "H", "H", "H", "N", "O", "O", "O"],
  "coordinates": [[0.27243, 0.52056, -0.68085], [0.59543, -0.66598, -1.24802], [-0.49871, -1.58046, 0.57363], [-0.18163, 0.61183, 0.81429], [0.57959, 2.36444, -0.35174], [0.86303, -1.03991, -2.28195], [-0.76034, -2.46796, 1.09802], [-0.71422, -0.59458, 1.32046], [0.56970, 1.67398, -1.35196], [0.02171, -1.81002, -0.62007], [-0.19240, 1.63476, 1.41431]],
  "atomic_forces_ev_per_a": [[1.399, 0.301, -0.499], [-2.060, -1.512, -0.526], [-0.405, -2.986, 0.562], [-1.039, -2.100, -2.363], [-0.110, -2.250, -4.249], [0.063, 1.422, 1.368], [-0.380, -1.381, -0.494], [1.293, 3.044, -0.363], [-0.272, 2.260, 5.874], [0.909, 1.433, 0.528], [0.601, 1.768, 0.161]],
  "e_above_lowest_kcal_mol": 66.4,
  "total_energy_ha": -434.62144,
  "homo_ev": -9.62,
  "lumo_energy_ev": 0.33
}


No. 4
{
  "formula": "C37H29N4O2PSW",
  "method": "wB97M-V/def2-TZVPD",
  "elements": ["W", "C", "C", "N", "C", "C", "C", "C", "C", "C", "C", "N", "C", "C", "C", "C", "C", "C", "C", "C", "N", "C", "H", "H", "H", "H", "H", "H", "H", "H", "H", "H", "H", "H", "O", "C", "O", "C", "P", "C", "C", "C", "C", "C", "C", "C", "C", "C", "C", "C", "C", "H", "H", "H", "H", "H", "H", "H", "H", "H", "H", "H", "H", "S", "C", "N", "C", "C", "C", "C", "H", "H", "H", "H", "H"],
  "coordinates": [[-0.64440, -0.79145, -0.08530], [3.62133, -0.50581, -1.68211], [2.55155, -0.85725, -0.85130], [1.40359, -0.20569, -0.85860], [1.25650, 0.85637, -1.70206], [2.26233, 1.25365, -2.59795], [3.47555, 0.53223, -2.56189], [2.00400, 2.33092, -3.47574], [0.79208, 2.95437, -3.44046], [-0.20083, 2.57607, -2.50831], [0.03680, 1.56517, -1.61673], [-0.81579, 1.10411, -0.56962], [-1.39058, 2.00942, 0.36238], [-1.85099, 3.27974, 0.14211], [-2.43650, 4.03038, 1.18621], [-2.56691, 3.51822, 2.44315], [-2.09957, 2.21039, 2.71103], [-2.16903, 1.60358, 3.98087], [-1.68058, 0.33754, 4.15808], [-1.13697, -0.34462, 3.06724], [-1.05831, 0.18895, 1.85574], [-1.51796, 1.46927, 1.66753], [4.54120, -1.06915, -1.62232], [2.63663, -1.68660, -0.16021], [4.28075, 0.81278, -3.22933], [2.76468, 2.64004, -4.18022], [0.57610, 3.76009, -4.12824], [-1.15430, 3.07976, -2.53937], [-1.77492, 3.74572, -0.82640], [-2.78149, 5.03236, 0.97077], [-3.01078, 4.10039, 3.23964], [-2.60629, 2.14931, 4.80789], [-1.71108, -0.14991, 5.12174], [-0.76563, -1.35384, 3.18261], [-1.57355, -3.31187, -3.20850], [-1.75495, -2.41682, -2.43612], [-0.72256, -1.87594, -1.74789], [-3.10474, -1.82911, -2.08689], [-3.12914, -1.48121, -0.28997], [-3.28037, -3.09800, 0.52823], [-3.04221, -4.28758, -0.15510], [-2.96562, -5.48420, 0.54977], [-3.11440, -5.49440, 1.92696], [-3.35601, -4.30697, 2.61008], [-3.43106, -3.11259, 1.91793], [-4.60422, -0.51485, 0.06901], [-5.77256, -1.16196, 0.47432], [-6.92057, -0.41954, 0.70646], [-6.90465, 0.95765, 0.53424], [-5.74584, 1.59958, 0.12013], [-4.59329, 0.86738, -0.11288], [-3.90543, -2.48327, -2.42646], [-3.21045, -0.86430, -2.59260], [-2.94906, -4.31131, -1.23290], [-2.80785, -6.41012, 0.01200], [-3.06175, -6.42736, 2.47196], [-3.49388, -4.31871, 3.68315], [-3.63003, -2.18750, 2.44876], [-5.78454, -2.23594, 0.60648], [-7.82708, -0.91984, 1.01850], [-7.80125, 1.53405, 0.71870], [-5.74198, 2.67198, -0.02336], [-3.69322, 1.36807, -0.44390], [0.43217, -2.56870, 1.28289], [0.80268, -4.02553, 0.41594], [0.64220, -4.14869, -0.91622], [0.89366, -5.28525, -1.60268], [1.36395, -6.38781, -0.95412], [1.57572, -6.30416, 0.42720], [1.29640, -5.13803, 1.10376], [0.28499, -3.34322, -1.43954], [0.69083, -5.24904, -2.66364], [1.56841, -7.29574, -1.50101], [1.95641, -7.16066, 0.96742], [1.44187, -5.05211, 2.17098]],
  "atomic_forces_ev_per_a": [[-0.047, 0.503, 0.088], [0.079, -0.002, -0.043], [-0.043, -0.015, 0.033], [-0.293, -0.299, 0.234], [0.151, 0.134, 0.025], [0.001, -0.128, 0.048], [-0.014, 0.020, -0.007], [-0.003, 0.058, -0.067], [-0.023, 0.000, 0.001], [-0.080, -0.052, -0.024], [-0.068, 0.126, 0.061], [-0.066, 0.237, -0.081], [-0.088, -0.095, 0.148], [0.120, 0.131, -0.089], [0.005, -0.008, 0.048], [0.006, 0.034, -0.054], [0.054, -0.047, -0.092], [-0.014, -0.017, 0.070], [-0.025, 0.026, 0.068], [0.023, 0.023, -0.104], [0.025, -0.128, -0.259], [-0.077, -0.013, 0.052], [0.003, 0.009, -0.001], [-0.041, 0.010, 0.003], [0.006, -0.006, 0.004], [0.015, -0.015, 0.011], [0.004, -0.001, -0.003], [0.007, 0.014, 0.007], [0.001, -0.025, -0.005], [0.000, -0.002, -0.004], [-0.001, -0.014, 0.009], [0.006, 0.002, -0.004], [0.007, 0.003, -0.003], [-0.020, -0.010, -0.002], [0.051, -0.038, 0.015], [-0.044, 0.056, 0.033], [0.143, -0.256, -0.249], [0.018, 0.042, -0.002], [0.187, -0.378, 0.159], [0.195, 0.230, -0.026], [-0.114, -0.034, 0.035], [0.002, 0.011, -0.049], [-0.005, 0.021, 0.019], [-0.021, -0.022, 0.046], [-0.017, 0.038, -0.090], [0.033, -0.093, 0.056], [0.021, 0.072, -0.002], [0.036, -0.035, -0.005], [-0.031, -0.006, 0.012], [0.033, 0.039, -0.023], [0.000, -0.052, 0.001], [-0.016, 0.004, 0.024], [0.009, 0.001, 0.010], [0.025, 0.000, -0.009], [0.002, 0.001, 0.006], [-0.001, -0.006, -0.006], [0.002, 0.002, 0.000], [0.024, -0.008, 0.033], [-0.030, 0.001, 0.013], [-0.007, 0.009, 0.002], [-0.006, -0.007, -0.003], [0.007, -0.002, 0.001], [0.004, 0.013, -0.003], [-0.107, 0.018, 0.051], [0.075, -0.161, -0.193], [0.008, 0.001, -0.026], [-0.044, 0.045, -0.062], [0.067, -0.126, 0.103], [-0.037, 0.056, -0.067], [-0.028, 0.076, 0.115], [-0.042, 0.012, 0.019], [-0.008, 0.054, 0.004], [-0.010, 0.013, -0.017], [0.002, 0.004, 0.012], [0.012, -0.044, -0.003]],
  "e_above_lowest_kcal_mol": 0.0,
  "multiplicity": 3,
  "total_energy_ha": -2603.16881,
  "charge": 2,
  "homo_ev": [-13.09, -13.55],
  "lumo_energy_ev": [-6.41, -6.25]
}